19
Properties=species:S:1:pos:R:3:forces:R:3 method="wB97M-V/def2-TZVPD" energy_ha=-878.80188 orbital_gap_ev=10.303 smiles="[H]/N=C/C[C@@H]1C[C@H](Cl)NC1=O" multiplicity=1 e_lumo_ev=0.2
H -2.079301 0.915369 3.194244 0.5 -0.6 -1.3
N -1.825494 0.682582 2.194069 2.1 -5.6 0.2
C -1.304706 -0.616800 2.147934 -1.7 3.7 0.4
C -0.792915 -1.329587 0.726422 -0.6 0.6 0.4
C 0.306083 -0.300157 0.079526 -0.9 -1.7 0.1
C -0.457245 0.549974 -1.109538 2.5 -0.4 1.2
C 0.901009 1.327005 -1.700118 -3.0 -0.7 1.7
Cl 0.373769 1.693562 -3.438485 1.2 -0.1 1.0
N 2.075364 0.352271 -1.482427 -0.5 1.0 1.5
C 1.659278 -0.875472 -0.644863 1.0 -3.5 0.8
O 2.283133 -2.059058 -0.523924 -3.9 8.2 -1.0
H -1.217837 -1.161373 3.183477 0.0 0.6 -2.3
H -1.700330 -1.384500 -0.046351 1.9 0.0 1.9
H -0.403458 -2.417647 0.909869 -0.6 2.2 -0.2
H 0.681306 0.291516 1.019235 -0.5 -0.5 -2.2
H -1.286551 1.203712 -0.602618 1.7 -1.1 -1.4
H -0.817399 -0.174777 -1.965181 0.5 1.4 2.0
H 0.946093 2.350642 -1.112767 0.6 -2.1 -1.5
H 2.659200 0.952737 -0.828503 -0.1 -1.5 -1.2